B3Cl3H3N3 in the gas phase in a non-equilibrium geometry, computed with the ωB97M-V functional and the def2-TZVPD basis.

Properties
E_LUMO: 0.1222 eV
E_tot: -44125.6578 eV
Multiplicity: 1
Structure (SMILES): ClB1NB(Cl)NB(Cl)N1
Gap between HOMO and LUMO: 10.72 eV
Strongest force on any atom: 3.4 eV/Å
Energy above the lowest of the compared OMol25 structures with the same formula, charge and spin: 40.51 kJ/mol

Last column: Mulliken charge in e.
Cartesian coordinates (Å):
1 Cl 0.554 3.048 0.858  -0.283
2 Cl -0.879 -2.201 2.082  -0.262
3 Cl -0.457 -0.558 -2.993  -0.270
4 B 0.206 1.299 0.453  -0.022
5 B -0.197 -1.063 0.962  0.004
6 B 0.324 -0.393 -1.389  0.125
7 N -0.181 0.309 1.405  0.071
8 N 0.452 0.956 -0.911  -0.017
9 N -0.083 -1.368 -0.434  -0.056
10 H -0.157 0.666 2.352  0.227
11 H 0.736 1.599 -1.643  0.241
12 H -0.317 -2.295 -0.743  0.241